Entry 1:
The following is a DFT calculation (ωB97M-V with the def2-TZVPD basis set) of a single C5H11NO molecule.

Values from the calculation:
structure (SMILES) = CC(C)N(C)C=O
HOMO level = -9.24 eV
relative energy (zero: lowest compared OMol25 entry of this formula, charge and spin) = 16.78 kcal per mole

Positions of all 18 atoms, in Å:
C: 1.7440 -0.2679 0.4267
C: 0.2579 -0.6006 0.4946
C: -0.3994 0.1627 1.6529
N: -0.4577 -0.2729 -0.7584
C: 0.0584 0.7203 -1.6800
C: -1.8118 -0.4703 -0.7212
O: -2.3725 -1.3096 -0.0445
H: 1.9056 0.7992 0.2319
H: 2.1966 -0.4881 1.3998
H: 2.2718 -0.8484 -0.3352
H: 0.1330 -1.6764 0.6607
H: -1.4788 0.0115 1.6379
H: -0.0221 -0.1855 2.6196
H: -0.1902 1.2365 1.5653
H: 0.2004 1.6993 -1.2056
H: 1.0069 0.3976 -2.1234
H: -0.6616 0.8296 -2.4963
H: -2.3804 0.2630 -1.3248

These are the Mulliken partial charges, in e, on atoms 1 to 2: -1.513 0.450

---

Entry 2:
The following is a DFT calculation (ωB97M-V with the def2-TZVPD basis set) of a single C5H11NO molecule.

Values from the calculation:
structure (SMILES) = C[C@H]1CN1CCO
HOMO level = -9.33 eV
relative energy (zero: lowest compared OMol25 entry of this formula, charge and spin) = 46.52 kcal per mole

Positions of all 18 atoms, in Å:
C: -1.6844 1.7170 0.9570
C: -0.7014 1.2215 -0.0745
C: 0.7573 1.1549 0.1816
N: -0.0590 -0.0522 0.1955
C: 0.1117 -0.9682 -0.9278
C: 0.8491 -2.2098 -0.4372
O: 2.0481 -1.8704 0.2245
H: -2.6369 1.1811 0.8776
H: -1.8832 2.7868 0.8324
H: -1.2896 1.5519 1.9641
H: -0.9850 1.3987 -1.1155
H: 1.1597 1.4730 1.1423
H: 1.4335 1.2959 -0.6618
H: -0.8786 -1.2516 -1.3081
H: 0.6709 -0.4957 -1.7538
H: 0.1825 -2.7821 0.2263
H: 1.1232 -2.8500 -1.2821
H: 1.7821 -1.3008 0.9595

These are the Mulliken partial charges, in e, on atoms 1 to 2: -1.383 0.335

---

Entry 3:
The following is a DFT calculation (ωB97M-V with the def2-TZVPD basis set) of a 2-piece molecular cluster, C5H11NO overall at a distorted geometry.

Values from the calculation:
structure (SMILES) = C=N/C=C/CC.O
HOMO level = -8.96 eV
relative energy (zero: lowest compared OMol25 entry of this formula, charge and spin) = 99.26 kcal per mole

Positions of all 18 atoms, in Å:
C: -2.0536 -1.8522 -0.1275
N: -1.3784 -1.1209 0.6315
C: -0.0719 -0.7833 0.3551
C: 0.4539 -0.3993 -0.8864
C: 1.6636 0.5098 -0.8745
C: 1.3715 1.9303 -1.4787
H: -2.9618 -2.1621 0.3476
H: -2.0909 -1.6712 -1.3072
H: 0.5346 -0.7346 1.2620
H: 0.2699 -0.9065 -1.8564
H: 2.5106 0.0183 -1.3708
H: 2.0976 0.6235 0.1292
H: 0.2827 1.9351 -1.3361
H: 1.8655 2.9288 -1.0517
H: 1.6824 1.9761 -2.4850
O: -1.2015 -0.0911 3.6667
H: -0.9039 -0.4157 2.7797
H: -2.0702 0.2150 3.6025

These are the Mulliken partial charges, in e, on atoms 1 to 2: -0.434 -0.339

---

Entry 4:
The following is a DFT calculation (ωB97M-V with the def2-TZVPD basis set) of a 3-piece molecular cluster, C5H11NO overall at a distorted geometry.

Values from the calculation:
HOMO level = -8.22 eV
relative energy (zero: lowest compared OMol25 entry of this formula, charge and spin) = 128.08 kcal per mole

Positions of all 18 atoms, in Å:
C: 0.4430 1.1910 -0.0474
C: 1.0150 0.7299 1.2642
C: -2.1101 0.6223 0.9363
N: -1.5671 1.4553 0.2354
H: 0.3441 2.2667 -0.1208
H: 1.0160 0.9154 -0.9268
H: -1.5941 -0.4929 0.9339
H: -3.1249 0.6915 1.3266
H: 2.0759 0.9908 1.3323
H: 0.5017 1.1956 2.1053
H: 0.9292 -0.3506 1.3993
C: 0.8912 -1.4521 -1.4114
C: -0.4365 -0.9775 -0.8967
O: -0.9106 -1.4930 0.1494
H: -1.1121 -0.5116 -1.6248
H: 0.7420 -2.4273 -1.8802
H: 1.6098 -1.5735 -0.6016
H: 1.2874 -0.7800 -2.1731

These are the Mulliken partial charges, in e, on atoms 1 to 2: -0.499 -0.881

---

Entry 5:
The following is a DFT calculation (ωB97M-V with the def2-TZVPD basis set) of a 2-piece molecular cluster, C5H11NO overall.

Values from the calculation:
structure (SMILES) = CN=C=O.CCC
HOMO level = -10.35 eV
relative energy (zero: lowest compared OMol25 entry of this formula, charge and spin) = 20.71 kcal per mole

Positions of all 18 atoms, in Å:
C: 3.1031 0.6439 -0.1578
N: 2.0348 -0.2096 0.2817
C: 1.3317 -0.3669 1.2422
O: 0.5874 -0.6183 2.1195
H: 2.7012 1.4923 -0.7191
H: 3.7630 0.0753 -0.8155
H: 3.6797 1.0192 0.6917
C: -1.7692 -1.4570 -0.1465
C: -1.2382 -0.1646 -0.7654
C: -1.6030 1.0720 0.0558
H: -1.4550 -1.5431 0.9000
H: -1.3964 -2.3386 -0.6798
H: -2.8648 -1.4867 -0.1701
H: -0.1492 -0.2305 -0.8641
H: -1.6249 -0.0564 -1.7867
H: -2.6849 1.2491 0.0424
H: -1.3022 0.9465 1.1031
H: -1.1132 1.9733 -0.3312

These are the Mulliken partial charges, in e, on atoms 1 to 2: -0.730 -0.335

---

Entry 6:
The following is a DFT calculation (ωB97M-V with the def2-TZVPD basis set) of a single C5H11NO molecule at a distorted geometry.

Values from the calculation:
structure (SMILES) = CCN(C)C(C)=O
HOMO level = -9.08 eV
relative energy (zero: lowest compared OMol25 entry of this formula, charge and spin) = 84.76 kcal per mole

Positions of all 18 atoms, in Å:
C: 0.3721 -2.3874 0.5144
C: -0.5764 -1.3100 -0.0900
N: -0.3160 -0.0011 0.4133
C: -1.3383 0.8303 1.3246
C: 0.3981 0.8952 -0.4202
C: 1.1526 0.4301 -1.6814
O: 0.3523 2.0027 -0.0757
H: 1.3785 -1.8474 0.9059
H: -0.1750 -2.9757 1.4098
H: 0.4002 -3.3791 0.1260
H: -1.7784 -1.5342 0.1503
H: -0.3154 -1.2131 -1.1831
H: -2.1733 1.2885 0.7359
H: -0.7748 1.4740 2.0728
H: -1.6060 0.0075 2.0525
H: 1.4958 1.3906 -2.3288
H: 2.1056 0.0834 -1.5433
H: 0.7879 -0.0583 -2.5702

These are the Mulliken partial charges, in e, on atoms 1 to 2: -1.056 -0.302

---

Entry 7:
The following is a DFT calculation (ωB97M-V with the def2-TZVPD basis set) of a 2-piece molecular cluster, C5H11NO overall at a distorted geometry.

Values from the calculation:
structure (SMILES) = C=CCNC=C.O
HOMO level = -7.92 eV
relative energy (zero: lowest compared OMol25 entry of this formula, charge and spin) = 69.40 kcal per mole

Positions of all 18 atoms, in Å:
C: 3.1143 0.5699 1.4491
C: 1.7874 0.5843 1.3237
C: 1.0603 -0.6461 0.9031
N: 0.7235 -0.5860 -0.4983
C: -0.5443 -0.5491 -1.1044
C: -0.7895 0.2059 -2.1861
H: 3.7017 1.4684 1.2766
H: 3.7678 -0.2770 1.6071
H: 1.2376 1.5271 1.3499
H: 1.6612 -1.4711 1.3159
H: 0.0869 -0.8442 1.3861
H: 1.3267 -0.0371 -1.0944
H: -1.2173 -1.2509 -0.6222
H: 0.0361 0.8127 -2.5363
H: -1.6188 0.0160 -2.8416
O: -4.4496 0.1818 0.2701
H: -5.1881 0.7801 0.3653
H: -4.6958 -0.4847 -0.3637

These are the Mulliken partial charges, in e, on atoms 1 to 2: -0.676 -0.185

---

In eV, the DFT total energy values for the records above are, in order, -8900.970, -8899.680, -8897.393, -8896.143, -8900.799, -8898.022, -8898.688.
In hartree, the orbital gap values for the records above are, in order, 0.374, 0.385, 0.321, 0.323, 0.406, 0.368, 0.325.
In eV, the LUMO energy values for the records above are, in order, 0.92, 1.14, -0.22, 0.57, 0.71, 0.94, 0.92.